(1)
{"formula": "C4H8FeN2O6", "method": "the ωB97M-V functional and the def2-TZVPD basis", "total_charge": -2, "s2": 6.0089, "lumo_ev": [4.88, 4.88], "homo_ev": [1.18, 0.83], "spin_multiplicity": 5, "de_lowest_kj_mol": 283.4, "species": ["H", "C", "O", "H", "C", "O", "H", "H", "O", "N", "H", "O", "O", "O", "H", "Fe", "H", "C", "C", "N", "H"], "positions_angstrom": [[1.130200, 11.003422, -7.801268], [0.934479, 6.609549, -6.022708], [2.699288, 9.240463, -2.519254], [1.802748, 12.681478, -6.655995], [2.568507, 6.230002, -6.146222], [3.138705, 10.141321, -5.499688], [2.367104, 9.810746, -7.636139], [0.459597, 6.366161, -6.973155], [1.334317, 7.705090, -2.625629], [2.461595, 12.167187, -6.088965], [2.959829, 12.426098, -5.249431], [3.497729, 6.661000, -5.129943], [1.731459, 8.305072, -0.700502], [0.710909, 7.932676, -5.612550], [2.820767, 6.569034, -7.150973], [2.385750, 8.298274, -4.404426], [2.756996, 5.169940, -6.316027], [2.481598, 10.903988, -6.180813], [1.844974, 8.560081, -1.914929], [1.821638, 10.551843, -7.219807], [0.380821, 5.991976, -5.315477]], "atomic_forces_ev_per_a": [[0.4, 0.2, 0.6], [1.5, 0.8, 1.4], [2.9, 4.6, -1.5], [0.6, 0.4, 0.7], [-0.4, 0.2, 0.9], [0.9, -0.1, 0.6], [-1.2, -0.8, -0.3], [0.1, 0.0, -1.0], [-3.8, -3.4, -5.4], [1.0, 5.8, 2.7], [-0.6, 1.3, 0.1], [-2.3, 0.8, -1.3], [0.1, 2.6, 3.4], [1.1, -0.3, -1.1], [0.3, 1.1, -0.6], [-0.4, -1.1, 1.4], [-0.6, -0.9, 0.4], [0.8, -2.4, 0.9], [1.1, -3.5, 2.8], [-1.8, -4.3, -5.2], [0.4, -0.8, 0.5]], "mulliken_spin": [0.000, -0.011, 0.048, 0.001, -0.003, 0.001, 0.001, 0.007, 0.063, 0.003, -0.001, 0.057, 0.008, 0.043, -0.005, 3.785, 0.005, 0.004, -0.011, 0.002, 0.000]}


(2)
{"formula": "CH3O4", "method": "the ωB97M-V functional and the def2-TZVPD basis", "total_charge": 1, "lumo_ev": [-10.20, -8.03], "homo_ev": [-16.55, -17.27], "de_lowest_kj_mol": 675.1, "species": ["O", "H", "H", "O", "O", "H", "O", "C"], "positions_angstrom": [[0.624968, 0.351782, 0.109052], [-0.703269, -0.935022, -1.069139], [-1.524742, 1.631140, 0.026803], [2.795070, 0.041746, 0.321329], [1.741092, -0.390912, -0.121255], [-0.642636, -1.031277, 0.764820], [-1.682424, 0.592205, 0.043842], [-0.608057, -0.259662, -0.075452]], "atomic_forces_ev_per_a": [[-0.2, 2.9, 0.9], [0.5, 1.4, 1.7], [0.0, -3.1, 0.0], [-0.7, 0.8, 0.2], [0.9, -2.7, -1.2], [-0.2, 0.4, -0.5], [1.5, 2.0, -0.2], [-1.8, -1.8, -0.9]], "nbo_charge": [-0.030, 0.293, 0.551, 0.110, 0.244, 0.292, -0.615, 0.156]}


(3)
{"formula": "C6H12NO", "method": "the ωB97M-V functional and the def2-TZVPD basis", "total_charge": 1, "lumo_ev": [-5.81, -5.81], "homo_ev": [-13.93, -13.93], "de_lowest_kj_mol": 470.6, "species": ["O", "C", "C", "H", "H", "H", "H", "H", "C", "H", "C", "H", "H", "H", "C", "H", "H", "H", "C", "N"], "positions_angstrom": [[-1.130392, 1.657375, 2.622238], [-0.049972, 0.263186, -0.269654], [2.130756, -1.369731, -0.648684], [1.781875, -2.437462, -0.687006], [-3.064850, 0.418437, 1.340270], [3.160882, -1.288114, -0.379907], [0.713521, -1.162903, 1.023593], [-1.534054, -1.272841, -0.436296], [-1.495463, -0.167357, -0.192706], [0.514654, 1.054787, -2.141117], [1.108797, -0.476815, 0.270255], [1.774365, 0.244109, 0.576155], [2.202234, -1.096889, -1.673668], [1.185881, 1.918399, -0.845873], [-2.001455, -0.025784, 1.238622], [-2.034178, -1.043129, 1.849290], [-0.419419, 2.170554, -1.308472], [-2.117458, 0.452947, -0.931663], [0.294879, 1.341295, -1.156750], [-1.020606, 0.819937, 1.751372]], "atomic_forces_ev_per_a": [[-0.8, -2.4, -2.0], [0.1, -0.5, 0.0], [-2.2, -1.0, -0.3], [0.5, 1.0, 0.4], [1.5, -0.7, -0.1], [0.4, 0.0, 1.2], [0.6, 0.3, 0.3], [0.0, 1.2, -0.2], [-0.7, -1.1, -1.4], [0.3, -1.2, -1.6], [-0.8, -3.1, -1.2], [1.2, 1.7, 1.6], [-0.6, 0.7, -1.0], [0.0, -0.7, 0.1], [-3.8, -1.8, 0.9], [0.4, 2.0, -1.2], [-0.4, -0.8, 0.3], [0.9, -1.1, 1.1], [0.1, 3.6, 1.0], [3.4, 3.8, 2.2]], "nbo_charge": [-0.146, 0.571, -0.577, 0.235, 0.270, 0.247, 0.236, 0.284, -0.539, 0.312, -0.538, 0.270, 0.223, 0.276, -0.333, 0.295, 0.267, 0.265, -0.792, 0.175]}